# 1
This record from the OMol25 dataset describes C16H37F3N8O8S2Si2V as an isolated structure at a distorted geometry. The level of theory is the ωB97M-V functional and the def2-TZVPD basis.

## Properties
Net charge = -1
Spin multiplicity = 3
HOMO energy (alpha / beta) = -0.1391 / -0.1391 Ha
Energy above the lowest of the compared OMol25 structures with the same formula, charge and spin = 1.3738 eV
M = 697.76 g/mol
<S²> = 2.01

CARTESIAN COORDINATES (ANGSTROEM)
V1 -0.69072 2.11379 0.40935
C1 4.32424 2.17981 -1.22701
N1 3.08525 1.42595 -1.14716
C2 3.19943 -0.01428 -1.30995
C3 1.89767 2.00782 -0.89666
N2 0.73311 1.46193 -0.99335
N3 2.01152 3.34345 -0.46873
C4 0.94338 4.22367 -0.50382
N4 1.29364 5.52135 -0.26434
N5 -0.25546 3.82986 -0.73232
H1 4.98711 1.67244 -1.92738
H2 4.82629 2.23465 -0.25646
H3 4.14323 3.18768 -1.59003
H4 4.12965 -0.34397 -0.84776
H5 3.21163 -0.28986 -2.36897
H6 2.38557 -0.54023 -0.80291
H7 0.73160 0.49731 -1.30645
H8 2.51874 3.42174 0.42225
H9 2.24035 5.66789 0.04663
H10 0.60599 6.04784 0.25090
H11 -0.94550 4.57011 -0.77278
F1 -2.83635 4.77250 2.09234
C5 -3.61061 3.72866 2.37922
F2 -4.88712 4.12810 2.28564
F3 -3.38186 3.34460 3.62974
S1 -3.31334 2.31581 1.20284
O1 -4.60221 1.72503 1.01934
O2 -2.28878 1.48240 1.83218
O3 -2.68815 2.94655 0.02980
C6 -4.78005 -1.99476 -0.51518
N6 -3.96252 -0.82989 -0.73146
C7 -4.17683 0.12414 -1.79016
C8 -2.85341 0.88125 -1.78850
O4 -2.58466 1.77825 -2.55281
N7 -2.03773 0.36726 -0.79727
C9 -2.69514 -0.68905 -0.26969
N8 -2.19342 -1.53288 0.61233
H12 -5.73667 -1.84136 -1.00957
H13 -4.98241 -2.13951 0.54834
H14 -4.32207 -2.90498 -0.91834
H15 -4.99970 0.81043 -1.58263
H16 -4.32909 -0.35970 -2.75863
H17 -1.13876 -1.70329 0.62137
H18 -2.76608 -2.31645 0.87759
C10 3.27719 -1.77948 1.78686
Si1 1.48257 -2.38748 1.62422
C11 1.60135 -4.27569 1.78204
C12 0.59999 -1.77910 3.17687
C13 0.61781 -1.89165 0.11901
Si2 0.56665 -2.73043 -1.46702
C14 -0.71731 -4.13165 -1.58049
C15 0.14637 -1.57444 -2.91646
C16 2.19584 -3.57520 -1.95904
H19 3.75106 -2.14185 2.70424
H20 3.29865 -0.68521 1.80758
H21 3.87943 -2.11878 0.93783
H22 2.06704 -4.55197 2.73298
H23 2.19431 -4.72559 0.98200
H24 0.60535 -4.72619 1.75268
H25 1.24962 -1.81924 4.05608
H26 -0.28355 -2.39084 3.38489
H27 0.27283 -0.74445 3.05446
H28 0.25477 -0.86359 0.17517
H29 -1.72864 -3.73301 -1.44824
H30 -0.54609 -4.86424 -0.78649
H31 -0.68389 -4.65459 -2.54159
H32 -0.28679 -2.13976 -3.74744
H33 1.03731 -1.07022 -3.30329
H34 -0.57484 -0.80308 -2.63365
H35 2.53495 -4.26793 -1.18579
H36 2.98878 -2.83631 -2.10589
H37 2.08722 -4.14151 -2.88957
O5 -0.30145 3.43210 1.89502
S2 0.82202 2.62708 2.55619
O6 0.56704 2.35361 3.93707
O7 0.71602 1.37911 1.67024
O8 2.09858 3.29955 2.29994


# 2
This record from the OMol25 dataset describes one molecule with the formula C5H8S at a distorted geometry. The level of theory is the ωB97M-V functional and the def2-TZVPD basis.

## Properties
Net charge = 0
SMILES = C[C@@H]1C=CSC1
HOMO energy = -0.2841 Ha
Energy above the lowest of the compared OMol25 structures with the same formula, charge and spin = 2.9669 eV
M = 100.19 g/mol

CARTESIAN COORDINATES (ANGSTROEM)
C1 -2.42640 -0.22998 -0.41435
C2 -1.10569 0.14526 0.47372
C3 -0.12380 -1.03389 0.32263
C4 1.12050 1.12814 -0.19871
C5 -0.19696 1.50720 0.18820
H1 -1.91164 -0.53842 -1.55619
H2 -2.69334 -1.20380 -0.07419
H3 -3.27190 0.66282 -0.55252
H4 -1.47065 0.10608 1.55434
H5 -0.33813 -1.99970 0.80296
H6 -0.26641 -1.53052 -0.69441
H7 1.92158 1.92176 -0.65615
H8 -0.59645 2.53926 0.36768
S1 1.56381 -0.56612 -0.08878


# 3
This record from the OMol25 dataset describes one molecule with the formula C3H5N3O at a distorted geometry. The level of theory is the ωB97M-V functional and the def2-TZVPD basis.

## Properties
Net charge = 0
SMILES = N/N=N/C1(O)C=C1
HOMO energy = -0.3248 Ha
Energy above the lowest of the compared OMol25 structures with the same formula, charge and spin = 5.8493 eV
M = 99.09 g/mol

CARTESIAN COORDINATES (ANGSTROEM)
N1 1.35204 -0.36471 0.18041
C1 -0.84127 0.21423 -0.14663
N2 2.15307 -1.42058 0.38037
C2 -0.39133 1.73820 -0.41802
C3 -0.88805 1.34848 0.74509
O1 -2.05165 -0.32693 -0.61636
N3 0.19033 -0.75259 -0.07162
H1 -1.98068 -1.29439 -0.60721
H2 3.13219 -1.22525 0.21627
H3 1.79531 -2.30643 0.03779
H4 -0.75517 2.58816 -0.97620
H5 -1.71479 1.80182 1.27609


# 4
This record from the OMol25 dataset describes one molecule with the formula C5H8O2. The level of theory is the ωB97M-V functional and the def2-TZVPD basis.

## Properties
Net charge = 0
HOMO energy = -0.3212 Ha
Energy above the lowest of the compared OMol25 structures with the same formula, charge and spin = 3.8765 eV
M = 100.12 g/mol

CARTESIAN COORDINATES (ANGSTROEM)
C1 -1.09144 1.29913 -0.29592
C2 -0.00011 0.31390 0.08679
C3 -0.19393 -0.55317 1.33302
O1 1.13974 -0.12951 1.74506
C4 1.27951 0.79442 0.79642
C5 0.51630 -0.48716 -1.14294
O2 0.85361 -1.82896 -0.86813
H1 -1.30591 2.00542 0.51318
H2 -0.81187 1.87784 -1.18249
H3 -2.01643 0.75552 -0.52743
H4 -0.27232 -1.63553 1.21639
H5 -0.91700 -0.17646 2.05745
H6 1.37127 0.05563 -1.55825
H7 -0.25652 -0.52214 -1.90995
H8 1.64324 -1.83494 -0.31307


# 5
This record from the OMol25 dataset describes one molecule with the formula C5H9N3Se at a distorted geometry. The level of theory is the ωB97M-V functional and the def2-TZVPD basis.

## Properties
Net charge = 0
HOMO energy = -0.2611 Ha
Energy above the lowest of the compared OMol25 structures with the same formula, charge and spin = 1.6781 eV
M = 190.11 g/mol

CARTESIAN COORDINATES (ANGSTROEM)
C1 1.49002 -0.47678 0.24403
C2 -0.79937 -0.18216 -0.01216
C3 2.78204 0.14378 0.15983
C4 0.57081 1.78240 -0.25309
C5 -3.47647 -1.31346 0.07643
N1 1.06925 -1.70349 0.19123
N2 -0.08986 -2.07339 0.15895
N3 0.36997 0.37238 0.02774
Se1 -2.55006 0.41034 -0.03098
H1 2.86230 0.98813 0.70864
H2 3.69108 -0.54223 0.35555
H3 2.95117 0.53984 -0.85474
H4 1.37154 2.20799 0.48060
H5 0.97559 2.02418 -1.32417
H6 -0.28244 2.30274 -0.09501
H7 -4.16689 -1.05309 0.92091
H8 -4.02924 -1.37223 -0.97025
H9 -2.73947 -2.05496 0.21651


# 6
This record from the OMol25 dataset describes a 2-piece molecular cluster, C3H10S3 overall at a distorted geometry. The level of theory is the ωB97M-V functional and the def2-TZVPD basis.

## Properties
Net charge = 0
SMILES = CSC.CSS
HOMO energy = -0.3124 Ha
Energy above the lowest of the compared OMol25 structures with the same formula, charge and spin = 0.4828 eV
M = 142.31 g/mol

CARTESIAN COORDINATES (ANGSTROEM)
C1 -0.93263 0.89562 1.97317
S1 -2.14633 0.16928 0.84279
S2 -1.43842 -1.60505 0.25496
H1 -0.77110 1.92256 1.67437
H2 0.03155 0.41484 1.83024
H3 -1.28230 0.77332 2.98803
H4 -0.95071 -1.55877 -1.00806
C2 2.45827 -0.71652 -1.63228
S3 1.83343 0.41129 -0.38929
C3 1.23197 1.77775 -1.40394
H5 1.79777 -1.57498 -1.81542
H6 3.32608 -1.18821 -1.17894
H7 2.73216 -0.33741 -2.61489
H8 1.88807 1.93967 -2.26335
H9 0.25365 1.53178 -1.81069
H10 1.13194 2.68365 -0.80782